C52H91N13 | ωB97M-V/def2-TZVPD

Values from the calculation:
**Gap between HOMO and LUMO**: 11.37 eV
**Relative energy (zero: lowest compared OMol25 entry of this formula, charge and spin)**: 16.48 kcal/mol
**Total energy**: -2747.74120 Ha
**Charge**: 0
**2S+1**: 1
**HOMO energy**: -11.3 eV

Positions of all 156 atoms, in Å:
1 C 0.9328 -5.1609 -3.6680
2 C 0.1992 -6.4389 -4.0967
3 C -0.8101 -6.2070 -5.2114
4 C -1.4354 -7.4509 -5.6708
5 N -1.9402 -8.4283 -5.9786
6 H 1.6248 -4.8376 -4.4460
7 H 1.4458 -5.3593 -2.7265
8 H 0.2291 -4.3509 -3.4726
9 H -0.3303 -6.8386 -3.2258
10 H 0.9136 -7.2053 -4.4047
11 H -0.3264 -5.7283 -6.0681
12 H -1.6523 -5.5672 -4.9457
13 C 4.0763 -7.0254 0.5527
14 C 4.8529 -7.3791 1.8147
15 C 5.2858 -8.8458 1.8301
16 C 6.1815 -9.2068 0.7300
17 N 6.8323 -9.5440 -0.1717
18 H 4.6179 -7.1562 -0.3819
19 H 3.6731 -6.0131 0.6007
20 H 3.2263 -7.7225 0.4761
21 H 4.2923 -7.1626 2.7199
22 H 5.7553 -6.7619 1.8470
23 H 4.4298 -9.5119 1.6694
24 H 5.7387 -9.0749 2.7921
25 C 3.4370 1.4282 -2.9162
26 C 2.9501 2.8511 -3.1200
27 C 1.4386 2.9388 -3.3839
28 C 0.9696 1.9535 -4.3553
29 N 0.5592 1.2208 -5.0911
30 H 4.4614 1.4145 -2.5454
31 H 3.3850 0.8387 -3.8313
32 H 2.8107 0.9074 -2.1799
33 H 3.4713 3.2976 -3.9746
34 H 3.2437 3.4315 -2.2444
35 H 1.1389 3.9278 -3.7232
36 H 0.9231 2.7361 -2.4380
37 C 8.8144 -2.9347 -1.7171
38 C 9.9832 -2.0092 -1.4540
39 C 10.5087 -2.0835 -0.0121
40 C 9.5421 -1.5142 0.9219
41 N 8.8105 -1.0096 1.6297
42 H 9.0596 -3.9721 -1.4698
43 H 8.5115 -2.8805 -2.7642
44 H 7.9342 -2.6589 -1.1307
45 H 9.7004 -0.9626 -1.6229
46 H 10.8209 -2.1701 -2.1371
47 H 11.4405 -1.5300 0.1043
48 H 10.7057 -3.1268 0.2486
49 C 4.3493 2.6220 0.5732
50 C 5.8004 2.9073 0.2286
51 C 6.7609 1.7154 0.4584
52 C 6.5880 0.6102 -0.4755
53 N 6.4825 -0.2473 -1.1982
54 H 3.8632 1.9743 -0.1551
55 H 3.7823 3.5397 0.7132
56 H 4.3019 2.1050 1.5400
57 H 6.2164 3.7269 0.8124
58 H 5.9121 3.1807 -0.8270
59 H 6.6827 1.3421 1.4787
60 H 7.7643 2.1040 0.2621
61 C 7.5505 -5.7867 -3.7954
62 C 8.7287 -6.5102 -3.1725
63 C 8.2930 -7.3291 -1.9489
64 C 7.5793 -6.4899 -0.9728
65 N 7.0466 -5.7952 -0.1995
66 H 7.1094 -5.1396 -3.0321
67 H 6.7610 -6.4590 -4.1336
68 H 7.8738 -5.1313 -4.6029
69 H 9.4635 -5.7649 -2.8552
70 H 9.2287 -7.1611 -3.8897
71 H 9.1506 -7.7114 -1.3926
72 H 7.6524 -8.1631 -2.2272
73 C 4.4217 -4.2267 -3.4167
74 C 4.3851 -3.5710 -2.0390
75 C 3.8798 -2.1396 -2.0327
76 C 2.6133 -1.9624 -2.7421
77 N 1.6446 -1.8167 -3.3096
78 H 5.0005 -3.6433 -4.1418
79 H 3.4232 -4.3129 -3.8506
80 H 4.8607 -5.2181 -3.3446
81 H 5.3945 -3.6317 -1.6265
82 H 3.7178 -4.1509 -1.3922
83 H 4.5929 -1.4335 -2.4679
84 H 3.6799 -1.8467 -0.9979
85 C -2.7357 -2.0248 -3.0892
86 C -1.9946 -1.1668 -4.1011
87 C -1.1044 -2.0104 -5.0036
88 C -1.8103 -2.9483 -5.8623
89 N -2.3198 -3.7068 -6.5588
90 H -3.2888 -2.8291 -3.5746
91 H -3.4436 -1.4249 -2.5203
92 H -2.0046 -2.4641 -2.4057
93 H -1.3422 -0.4610 -3.5941
94 H -2.7405 -0.6420 -4.6994
95 H -0.4361 -2.5905 -4.3618
96 H -0.4368 -1.3722 -5.5827
97 C 4.0611 -1.1976 -5.8071
98 C 3.2978 -1.8511 -6.9372
99 C 2.1875 -0.9600 -7.4647
100 C 2.6802 0.3241 -7.9348
101 N 3.1033 1.3327 -8.2943
102 H 4.8125 -1.8549 -5.3555
103 H 3.3819 -1.0221 -4.9606
104 H 4.4988 -0.2333 -6.0601
105 H 2.8866 -2.7804 -6.5372
106 H 3.9795 -2.1442 -7.7368
107 H 1.3914 -0.8150 -6.7303
108 H 1.6605 -1.4694 -8.2795
109 C 4.2138 -8.7084 -3.6536
110 C 4.0982 -9.6730 -2.4820
111 C 3.0364 -10.7587 -2.6408
112 C 3.4912 -12.0210 -3.2115
113 N 3.8406 -13.0425 -3.6306
114 H 4.4649 -9.2079 -4.5921
115 H 4.9609 -7.9476 -3.4342
116 H 3.2448 -8.2232 -3.8312
117 H 3.8669 -9.0680 -1.6044
118 H 5.0813 -10.1089 -2.2916
119 H 2.2366 -10.3748 -3.2822
120 H 2.5983 -10.9901 -1.6698
121 C 0.8754 -0.6301 0.4690
122 C -0.2313 -0.0402 -0.3898
123 C -0.7517 1.2465 0.2276
124 C 0.2419 2.3168 0.2127
125 N 1.0025 3.1661 0.2179
126 H 0.5072 -0.6920 1.5052
127 H 1.7658 -0.0055 0.5000
128 H 1.0773 -1.6674 0.2114
129 H -1.0566 -0.7340 -0.5171
130 H 0.1589 0.1850 -1.3863
131 H -0.9906 1.0758 1.2830
132 H -1.6604 1.6325 -0.2350
133 C 3.4390 -3.0996 1.7631
134 C 4.8176 -3.6116 2.1624
135 C 5.9635 -2.6153 1.9691
136 C 5.7471 -1.3369 2.6573
137 N 5.6492 -0.3012 3.1542
138 H 3.2610 -2.1382 2.2541
139 H 2.6717 -3.7857 2.1295
140 H 3.2918 -3.0078 0.6863
141 H 5.0906 -4.5166 1.6154
142 H 4.8046 -3.8495 3.2304
143 H 6.1261 -2.3684 0.9158
144 H 6.8782 -3.0376 2.3834
145 C 3.5198 -5.6416 -6.4508
146 C 2.5208 -6.6215 -7.0286
147 C 3.1213 -7.9428 -7.4905
148 C 4.1148 -7.7910 -8.5549
149 N 4.8998 -7.6647 -9.3603
150 H 3.9618 -6.0278 -5.5286
151 H 3.0153 -4.7071 -6.2067
152 H 4.3470 -5.4194 -7.1268
153 H 2.0017 -6.1651 -7.8787
154 H 1.7362 -6.8494 -6.3017
155 H 2.3813 -8.6727 -7.8224
156 H 3.6454 -8.4407 -6.6649